# C5H10F2O

C5H10F2O in the gas phase in a non-equilibrium geometry (wB97M-V/def2-TZVPD, OMol25).

SMILES string: CC(C)C(F)(F)CO
Frontier orbital gap, eV: 11.3
E_LUMO, eV: 0.86
Charge: 0
Electronic energy, eV: -12828.2300
Energy relative to the best compared isomer or geometry (same formula, charge and spin), kcal per mole: 43.2

Positions of all 18 atoms, in Å:
C (0.13, -2.04, -0.55)
C (-1.79, -0.45, 0.33)
C (0.38, 1.90, 0.21)
C (-0.30, -0.89, 0.30)
C (0.65, 0.45, -0.26)
O (1.55, 2.71, 0.08)
F (1.91, 0.01, 0.21)
F (0.71, 0.45, -1.61)
H (1.13, -1.85, -0.55)
H (-0.29, -2.06, -1.55)
H (-0.10, -2.90, -0.10)
H (-2.09, -0.38, -0.67)
H (-2.47, -1.17, 0.82)
H (-1.67, 0.54, 0.76)
H (0.03, 1.98, 1.14)
H (-0.27, 2.28, -0.47)
H (0.12, -0.96, 1.28)
H (2.35, 2.39, 0.62)